*A*
{"formula": "C2H4Cl2S", "method": "ωB97M-V/def2-TZVPD", "total_charge": 0, "e_homo_ev": [-8.878, -9.038], "e_lumo_ev": [-1.296, 0.086], "gap_ev": [7.58, 9.12], "symbols": ["C", "C", "S", "Cl", "Cl", "H", "H", "H", "H"], "coordinates": [[1.816, -0.105, -1.163], [-1.341, 0.390, 0.596], [-1.713, -1.045, 1.612], [-1.728, 0.092, -1.022], [-1.910, 2.021, 1.180], [2.467, 0.481, -1.780], [2.202, -0.785, -0.384], [0.746, -0.007, -1.237], [-0.539, -1.042, 2.199]], "lowdin_charge": [0.0856, -1.4671, 0.6430, 0.5691, 0.4535, -0.0239, -0.0025, -0.1036, -0.1542]}

***

*B*
{"formula": "C2H4Cl2S", "method": "ωB97M-V/def2-TZVPD", "total_charge": 0, "e_homo_ev": -9.384, "e_lumo_ev": -0.418, "gap_ev": 8.97, "symbols": ["C", "C", "S", "Cl", "Cl", "H", "H", "H", "H"], "coordinates": [[0.144, -0.643, -0.303], [-1.262, -0.153, 0.120], [-1.225, 2.100, -0.324], [-1.585, -0.414, 1.748], [-2.418, -0.836, -0.953], [-0.044, -1.536, -0.758], [0.462, -0.044, -1.137], [0.759, -0.611, 0.533], [-0.448, 2.292, 0.886]], "lowdin_charge": [-0.2082, -1.4675, 0.4214, 0.6502, 0.6172, 0.0192, 0.0605, 0.0481, -0.1410]}

***

Pick the least stable structure from those above. Pick: *A*